{
  "formula": "C11H15NPTi",
  "method": "ωB97M-V/def2-TZVPD",
  "species": ["C", "C", "C", "C", "C", "Ti", "P", "H", "H", "H", "H", "H", "H", "H", "H", "N", "C", "C", "C", "C", "C", "C", "H", "H", "H", "H", "H", "H", "H"],
  "coordinates": [[-0.823099, 0.556983, -1.380506], [-1.292254, 1.809622, -1.856833], [-0.235806, 2.731746, -1.609727], [0.910139, 2.106704, -1.084714], [0.527238, 0.726880, -0.893763], [-0.619342, -1.067490, 1.635345], [0.200026, -3.185745, 0.322233], [-1.352662, -0.399451, -1.330936], [-2.293477, 1.974941, -2.295549], [-0.265442, 3.740376, -1.954171], [1.145941, -0.101726, -0.550159], [1.869801, 2.550437, -0.804999], [1.383608, -3.634084, -0.375700], [-0.769345, -3.843870, -0.525408], [0.174822, -4.150115, 1.382410], [0.995366, 0.297264, 1.806256], [0.534721, 0.226747, 3.140684], [1.420148, 0.091423, 4.197460], [0.907654, -0.355212, 5.402882], [-0.472865, -0.525109, 5.589723], [-1.384813, -0.283891, 4.571857], [-0.889778, 0.094920, 3.268383], [1.991148, 0.138138, 1.627285], [0.739101, 1.161163, 1.318237], [2.481802, 0.255525, 4.027462], [1.576746, -0.544027, 6.226251], [-0.844405, -0.845280, 6.565076], [-2.468516, -0.333535, 4.692493], [-1.591558, 0.550767, 2.499327]],
  "forces_ev_per_a": [[0.954, -0.007, 0.743], [0.507, -0.332, 0.796], [-0.527, -0.216, -0.833], [-0.928, -1.611, 0.730], [-0.597, 0.401, -0.846], [-0.326, -0.181, -1.922], [-0.072, -0.901, -0.008], [0.016, 0.190, -0.375], [0.860, 0.142, 0.346], [-0.013, 0.671, -0.017], [0.038, 0.213, -0.305], [-0.405, -0.072, -0.297], [-0.625, 0.315, 0.453], [0.538, 0.357, 0.420], [0.182, 0.038, -0.637], [0.527, 1.011, -0.062], [0.249, -0.227, -0.219], [-0.455, -0.681, 0.530], [0.064, 0.451, 0.123], [-0.577, -0.162, -0.035], [0.521, 0.473, -0.954], [0.065, 0.317, 2.036], [-0.510, -0.013, 0.411], [-0.157, -0.039, -0.420], [-0.171, -0.094, 0.115], [0.058, 0.017, 0.160], [0.144, 0.074, -0.292], [0.385, -0.101, 0.255], [0.254, -0.033, 0.104]],
  "multiplicity": 2,
  "orbital_gap_ha": [0.186, 0.196],
  "energy_ev": -45537.80281,
  "e_homo_ev": [-6.0, -5.9]
}